The molecule C7H6N2O2S at a distorted geometry. Source: the OMol25 dataset; level of theory: ωB97M-V/def2-TZVPD.

The geometry in XYZ format:
```
18
Properties=species:S:1:pos:R:3:lowdin_charge:R:1
C 0.045 -3.025 0.774 -0.070
C -1.049 -2.162 1.015 -0.090
C 1.123 -2.297 0.310 -0.095
C -1.185 -0.849 0.539 -0.014
C 1.060 -0.935 -0.105 -0.065
C -0.080 -0.172 -0.147 -0.150
C 0.802 3.508 -1.454 -0.669
N -0.260 1.341 -0.468 -0.290
N -1.461 1.726 -0.327 -0.147
O -1.544 2.857 0.122 -0.103
O 1.553 4.196 -1.923 0.071
S 1.008 2.602 0.036 1.006
H 0.081 -4.150 1.059 0.143
H -1.818 -2.541 1.534 0.057
H 2.136 -2.787 0.281 0.120
H -2.046 -0.214 0.836 0.109
H 1.946 -0.413 -0.273 0.078
H -0.309 3.317 -1.811 0.110
```

Values from the calculation:
Energy above the lowest of the compared OMol25 structures with the same formula, charge and spin, kcal/mol: 106.6
Calculated total energy, a.u.: -928.34015
SMILES: O=CSN(N=O)c1ccccc1
Gap between HOMO and LUMO, eV: 9.43